Record 1
11
Properties=species:S:1:pos:R:3:forces:R:3:lowdin_charge:R:1 method="wB97M-V/def2-TZVPD" smiles="O=Bc1cnns1.O" total_energy_ev=-20708.9428 orbital_gap_ha=0.357 e_homo_ha=-0.3929 max_force_ev_per_a=4.056
B -0.71059 1.73427 0.53977 1.8 -0.8 -0.3 -0.30
C 1.09285 0.27983 -0.98656 -2.3 2.6 -0.3 -0.21
C 0.44015 0.69488 0.16813 -0.6 0.4 1.1 -0.42
N 1.82379 -0.80869 -0.79732 1.3 -1.1 -1.3 -0.10
N 1.88704 -1.27193 0.37101 0.0 0.1 1.0 -0.29
O -1.96810 -1.22802 0.36086 3.4 -1.0 2.0 -0.08
O -1.43176 2.58257 0.98997 -0.2 -0.1 -0.2 0.15
S 0.99153 -0.33087 1.46020 -0.3 0.4 -1.3 1.05
H 0.94973 0.84190 -1.97315 0.5 -1.4 1.5 0.15
H -2.12544 -1.04311 -0.53582 -0.4 0.3 -2.0 0.00
H -0.94920 -1.45084 0.40290 -3.2 0.5 -0.2 0.05



Record 2
19
Properties=species:S:1:pos:R:3:forces:R:3:lowdin_charge:R:1 method="wB97M-V/def2-TZVPD" s2=0.753 total_energy_ev=-10946.4091 orbital_gap_ha="0.133 / 0.255" multiplicity=2 charge=-1 e_homo_ha="0.0096 / -0.1145" max_force_ev_per_a=1.678
C -2.06632 0.15695 -1.31878 0.9 0.2 -1.3 -0.17
N -0.82787 0.68188 -0.73900 -0.5 0.0 1.0 -0.10
C -0.31180 -0.29221 0.28026 1.2 0.4 0.3 -0.34
C 1.18569 0.04862 0.56652 0.0 -0.6 0.5 -0.40
C 1.97973 0.33621 -0.68484 0.5 0.7 0.2 -0.08
O 1.61939 -1.08998 1.33779 -0.3 -1.2 -0.4 -0.08
C -1.03266 -0.41882 1.60676 -0.1 -0.2 -1.7 -0.42
O -1.08843 0.60624 2.37345 -0.2 0.1 0.4 -0.22
H -2.41389 -0.77003 -0.86383 -0.5 0.3 0.6 0.06
H -1.83234 -0.13358 -2.35451 -0.2 0.1 -0.1 0.05
H -2.77652 0.98033 -1.37044 -0.5 -0.4 0.1 0.06
H -1.11832 1.49127 -0.19677 0.2 0.0 0.2 0.09
H -0.27554 -1.23578 -0.26899 0.0 -0.4 0.2 0.12
H 1.27708 0.84437 1.28761 -0.4 0.9 -0.1 0.12
H 1.97356 -0.50310 -1.38116 0.0 0.1 -0.1 0.07
H 1.55647 1.23723 -1.12794 -0.4 -0.3 -0.4 0.06
H 3.00796 0.67397 -0.49526 0.2 -0.6 0.3 0.06
H 2.54516 -1.17481 1.55839 0.4 0.7 -0.3 0.06
H -1.40136 -1.43878 1.79072 -0.1 0.2 0.6 0.04



Record 3
9
Properties=species:S:1:pos:R:3:forces:R:3:lowdin_charge:R:1 method="wB97M-V/def2-TZVPD" smiles="S=c1cc([S-])s[nH]1" total_energy_ev=-37140.5447 orbital_gap_ha=0.264 charge=-1 e_homo_ha=-0.1414 max_force_ev_per_a=3.850
C 0.11918 -0.93179 0.08522 0.0 0.0 0.0 -0.31
C -1.02833 -0.18526 0.09911 0.7 3.8 0.2 -0.90
C 1.33315 -0.25476 -0.00155 -0.2 0.7 -0.1 -1.19
N -0.60497 1.37651 0.19802 -1.1 -3.2 0.1 -0.39
S -2.63898 -0.50930 0.05832 -0.6 -0.2 0.0 0.45
S 2.85209 -0.91055 -0.04348 0.7 -0.1 0.0 0.41
S 1.05917 1.50079 -0.07172 0.4 -0.8 0.0 0.80
H 0.09352 -2.00817 0.10027 0.0 -0.1 0.0 0.09
H -1.18483 1.92255 -0.42421 0.0 -0.1 -0.2 0.03



Record 4
6
Properties=species:S:1:pos:R:3:forces:R:3:lowdin_charge:R:1 method="wB97M-V/def2-TZVPD" s2=0.755 total_energy_ev=-49972.9424 orbital_gap_ha="0.438 / 0.325" multiplicity=2 charge=+2 e_homo_ha="-0.8492 / -0.8417" max_force_ev_per_a=2.828
H 1.29362 -0.72336 0.62136 -0.4 0.1 0.6 0.20
O 0.78875 1.24673 0.53525 -1.3 0.4 0.0 0.14
C 0.52825 0.03581 0.38937 2.5 -1.1 -0.8 -0.32
O -0.48745 -0.28069 -0.32480 -0.9 0.5 0.2 -0.13
Li -1.25512 -1.91341 -0.80378 -0.3 -0.7 -0.2 0.92
Cu -0.86805 1.63492 -0.41740 0.3 0.6 0.1 1.20



Record 5
51
Properties=species:S:1:pos:R:3:forces:R:3:lowdin_charge:R:1 method="wB97M-V/def2-TZVPD" total_energy_ev=-39553.2818 orbital_gap_ha=0.236 e_homo_ha=-0.2386 max_force_ev_per_a=1.257
Ba -0.41696 -0.15685 -3.64289 0.5 -0.4 -0.5 1.59
C -0.00503 -0.33546 -6.43713 0.0 0.0 1.2 -0.46
H 1.05787 -0.27106 -6.71826 -0.4 -0.1 -0.2 -0.10
H -0.36297 -1.38886 -6.49907 0.2 0.4 -0.3 -0.10
H -0.62409 0.30934 -7.06335 0.1 -0.1 -0.2 -0.12
H -3.14191 0.49852 -3.88033 -0.2 -0.1 0.0 0.03
H -3.22981 -0.20580 -3.65614 -0.2 0.1 0.0 0.03
C -1.53826 2.66905 -1.62903 0.4 0.1 0.4 -0.04
C -0.42346 2.09934 -0.73597 0.4 -1.1 0.0 -0.62
C 0.90833 2.84092 -0.86330 -0.1 0.4 0.0 -0.02
C -0.84184 2.07391 0.72158 -0.5 0.9 0.5 -0.04
O -0.20876 0.70512 -1.18089 -0.1 1.1 0.4 -0.47
Si 0.48266 -0.50915 -0.22219 0.0 0.4 1.2 -0.28
S 1.00142 -1.89676 -1.57952 0.2 -0.8 -0.5 0.17
O 1.69793 0.27082 0.57919 0.1 -0.1 0.2 -0.18
C 2.40056 0.14892 1.84333 -0.3 -0.1 -0.4 -0.63
C 3.53585 -0.85600 1.67355 0.0 0.1 0.1 -0.03
C 2.98750 1.52014 2.16767 0.1 0.1 0.0 -0.04
C 1.47470 -0.27867 2.97558 0.1 -0.1 0.5 -0.04
O -0.59783 -0.86944 0.99091 -0.5 -0.7 -0.4 -0.18
C -1.51890 -1.99519 1.15877 0.6 0.4 0.1 -0.63
C -0.71195 -3.26768 1.39423 -0.1 -0.2 -0.1 -0.04
C -2.34914 -1.71905 2.41192 -0.1 0.2 0.1 -0.03
C -2.42440 -2.14198 -0.06204 -0.2 -0.2 0.0 -0.05
H -1.75266 3.67349 -1.22190 -0.2 -0.3 -0.6 0.10
H -2.44710 2.03959 -1.56665 0.4 0.3 0.0 0.09
H -1.20606 2.75553 -2.68710 -0.2 0.1 0.5 0.07
H 0.74929 3.88251 -0.54161 0.1 -0.2 -0.2 0.10
H 1.67165 2.39461 -0.20555 -0.4 0.1 -0.4 0.07
H 1.27418 2.83981 -1.90121 -0.1 0.0 0.2 0.09
H -1.73883 1.46342 0.87868 0.4 -0.1 0.0 0.09
H -0.01741 1.78156 1.39118 -0.5 -0.2 -0.4 0.07
H -1.10957 3.09478 1.02548 0.0 0.0 -0.1 0.10
H 4.21838 -0.50638 0.88850 -0.1 -0.2 0.1 0.09
H 4.08547 -0.91629 2.62407 0.0 -0.1 -0.3 0.09
H 3.14463 -1.84694 1.41013 0.1 0.2 0.0 0.09
H 2.20200 2.27980 2.29505 0.2 -0.2 -0.1 0.09
H 3.54125 1.45447 3.11266 -0.1 0.1 -0.2 0.09
H 3.69227 1.82727 1.38182 -0.3 0.0 0.2 0.09
H 0.62845 0.41055 3.10319 0.1 -0.3 -0.2 0.09
H 1.12399 -1.31292 2.85480 0.0 0.4 -0.1 0.07
H 2.05383 -0.24171 3.91108 -0.1 0.0 -0.2 0.09
H -0.06244 -3.14833 2.27403 -0.2 -0.1 -0.3 0.08
H -1.42234 -4.08723 1.57723 0.3 0.1 0.0 0.09
H -0.09784 -3.50755 0.51717 -0.1 0.0 0.2 0.05
H -2.96466 -0.81771 2.30425 0.2 -0.1 0.0 0.08
H -3.03636 -2.55616 2.59670 0.2 0.1 -0.1 0.09
H -1.70289 -1.60821 3.29385 -0.1 0.0 -0.3 0.09
H -2.96128 -1.20390 -0.27517 0.2 -0.2 0.0 0.09
H -1.83876 -2.47025 -0.93376 -0.2 0.2 0.2 0.05
H -3.17869 -2.91797 0.14644 0.2 0.2 -0.1 0.09



Record 6
76
Properties=species:S:1:pos:R:3:forces:R:3:lowdin_charge:R:1 method="wB97M-V/def2-TZVPD" total_energy_ev=-264428.3489 orbital_gap_ha=0.178 charge=+3 e_homo_ha=-0.5512 max_force_ev_per_a=1.181
Ti 0.31413 0.25807 -1.25975 0.6 0.9 -0.4 0.70
O -0.56351 0.89899 -5.22841 0.0 0.0 0.1 0.26
C -0.76961 0.26519 -4.12848 0.0 0.0 0.0 -0.40
O -0.57221 0.79159 -3.01258 -0.2 -0.3 0.1 -0.07
C -1.36000 -1.11727 -4.31423 0.0 0.0 0.0 -0.05
O -1.15815 -1.95271 -3.20461 0.0 0.0 0.0 -0.12
C 0.07381 -2.69351 -3.19965 0.0 0.0 -0.1 -0.03
C 1.04668 -1.66899 -2.67119 0.0 0.0 0.2 -0.50
O 1.60288 -0.86178 -3.37268 0.1 -0.1 -0.1 0.09
O 0.98826 -1.45961 -1.32175 0.0 -0.2 -0.4 -0.24
H -0.24774 1.80950 -5.07873 0.0 0.0 0.0 0.18
H -2.44022 -0.96307 -4.40979 0.0 0.0 -0.1 0.17
H -1.00059 -1.54170 -5.25373 0.0 0.0 0.0 0.17
H -0.06308 -3.54634 -2.54290 0.0 0.0 0.0 0.14
H 0.36044 -3.01379 -4.20070 0.0 0.0 0.0 0.16
C 2.69936 1.59915 1.65553 0.0 0.0 0.0 -0.25
As 1.44971 0.20544 1.13198 -0.1 -0.2 0.3 1.12
C 2.61621 -1.33204 1.20958 0.0 0.0 0.0 -0.23
C 0.31999 0.23358 2.72140 0.1 0.0 0.0 -0.31
C -0.81782 -0.77566 2.91549 0.0 0.0 0.0 -0.66
C -1.44100 -0.41960 4.27817 0.0 0.0 0.0 -0.08
C -1.93326 -0.55284 1.88608 -0.1 0.0 0.1 -0.29
As -1.68811 -0.91719 -0.01265 -0.1 0.0 0.2 1.18
C -3.44824 -0.40638 -0.64391 0.0 0.0 0.0 -0.23
C -1.75254 -2.82988 -0.26019 0.0 0.0 0.0 -0.23
C -0.26341 -2.21630 2.90342 0.0 0.0 0.0 -0.37
As -1.02981 -3.55311 4.18449 0.0 0.0 0.0 1.16
C 0.17171 -4.98702 3.61432 0.0 0.0 0.0 -0.33
C -2.59657 -4.14279 3.15848 0.0 0.0 0.0 -0.33
H 3.11086 1.27853 2.61320 0.0 0.0 0.0 0.06
H 2.23930 2.57327 1.81619 0.0 0.0 0.0 0.04
H 3.49751 1.67726 0.92343 0.0 0.0 0.0 0.02
H 3.04643 -1.37783 2.20954 0.0 0.0 0.0 0.06
H 3.41019 -1.19853 0.47597 0.0 0.0 0.0 0.05
H 2.06680 -2.24334 0.99563 0.0 0.0 0.0 0.03
H -0.05840 1.25940 2.78245 0.0 0.0 0.0 0.09
H 1.04034 0.11508 3.53591 0.0 0.0 0.0 0.10
H -1.76917 0.62181 4.29576 0.0 0.0 0.0 0.10
H -0.72421 -0.56802 5.08641 0.0 0.0 0.0 0.10
H -2.30547 -1.04789 4.49445 0.0 0.0 0.0 0.08
H -2.27846 0.48524 1.92437 0.0 0.0 0.0 0.09
H -2.79551 -1.17680 2.14010 0.0 0.0 0.0 0.09
H -4.14261 -1.13742 -0.22880 0.0 0.0 0.0 0.06
H -3.50649 -0.44610 -1.72990 0.0 0.0 0.0 0.04
H -3.71825 0.58148 -0.28140 0.0 0.0 0.0 0.04
H -2.42230 -3.22247 0.50279 0.0 0.0 0.0 0.03
H -0.77202 -3.28501 -0.15269 0.0 0.0 0.0 0.04
H -2.16167 -3.03086 -1.24745 0.0 0.0 0.0 0.04
H 0.78665 -2.19322 3.20824 0.0 0.0 0.0 0.06
H -0.27491 -2.64138 1.89542 0.0 0.0 0.0 0.04
H 1.18135 -4.78697 3.97080 0.0 0.0 0.0 0.03
H 0.17888 -5.10917 2.53003 0.0 0.0 0.0 0.02
H -0.16427 -5.91826 4.06825 0.0 0.0 0.0 0.03
H -3.32686 -3.33888 3.05227 0.0 0.0 0.0 0.01
H -3.08015 -4.93984 3.72238 0.0 0.0 0.0 0.03
H -2.31877 -4.54223 2.18321 0.0 0.0 0.0 0.01
S 2.53723 1.49830 -1.80823 -0.1 -0.2 0.0 0.72
C 2.79937 3.14989 -2.18054 0.0 -0.1 0.0 -1.01
N 3.94213 3.50208 -2.71618 0.0 0.0 0.1 -0.03
C 4.21166 4.92970 -2.93088 0.0 0.0 0.0 -0.15
C 2.89253 5.67683 -2.67751 0.0 0.0 0.0 -0.34
S 1.73064 4.47379 -1.93841 -0.1 0.0 0.0 1.00
H 4.66285 2.80761 -2.87311 0.0 0.0 -0.1 0.16
H 4.55793 5.07428 -3.95215 0.0 0.0 0.0 0.14
H 4.99871 5.24712 -2.24817 0.0 0.0 0.0 0.14
H 2.44987 6.05739 -3.59359 0.0 0.0 0.0 0.09
H 3.02191 6.49642 -1.97660 0.0 0.0 0.0 0.09
N -0.13893 3.01158 0.28469 0.0 -0.1 0.2 -0.01
C -0.97992 4.04157 0.42838 0.0 0.0 0.0 -0.04
C -2.09616 3.77158 -0.33825 0.0 0.0 0.0 0.01
C -1.83454 2.53807 -0.92024 0.0 0.0 0.0 -0.13
N -0.63713 2.06458 -0.53772 -0.1 0.2 -0.1 -0.14
H 0.79083 2.91440 0.65997 0.0 0.0 0.0 0.09
H -0.72914 4.88589 1.05050 0.0 0.0 0.0 0.15
H -2.97065 4.38712 -0.45791 0.0 0.0 0.0 0.13
H -2.44523 1.97403 -1.60365 0.0 0.0 0.0 0.11